Density functional theory data (ωB97M-V with the def2-TZVPD basis set) for 2 unconnected molecules or ions with the total composition C22H15F3NO4S2 at a distorted geometry.

Geometry (Å):
C -5.44160 -1.93462 5.70114
C -4.68284 -0.75905 5.58305
C -3.29891 -0.82684 5.45943
C -2.63211 -2.07979 5.34393
C -1.23691 -2.14829 5.02376
C -0.28202 -1.20469 5.54974
C 1.17124 -1.64401 5.63573
C 2.16564 -0.65699 5.54538
C 3.51689 -1.00009 5.54232
C 3.90522 -2.34358 5.67595
C 2.92047 -3.33162 5.83522
C 1.56209 -2.98180 5.81755
O -0.56035 -0.03672 5.90806
C -3.41508 -3.26121 5.53911
C -4.79391 -3.18398 5.70521
H -6.52940 -1.87712 5.76423
H -5.16797 0.21871 5.59764
H -2.68934 0.07244 5.45269
H -0.86015 -3.13022 4.72977
H 1.85749 0.38906 5.46815
H 4.26302 -0.21252 5.42672
H 4.96344 -2.60958 5.68100
H 3.20792 -4.37611 5.96007
H 0.79249 -3.74483 5.94429
H -2.90311 -4.22808 5.57199
H -5.38340 -4.09536 5.84537
F 0.50357 1.52980 -5.69511
C 0.71872 0.91446 -4.49586
F -0.11747 -0.14404 -4.39584
F 1.99945 0.45870 -4.47454
S 0.43117 2.16382 -3.19411
N 0.06451 1.14247 -1.87073
C -1.27786 0.84362 -1.52851
O -2.23542 1.03608 -2.26465
C -1.20904 0.26004 -0.18428
C 0.02498 0.43901 0.40789
C 0.30412 -0.04973 1.67176
C -0.69883 -0.77669 2.29771
C -1.97679 -0.92299 1.74239
C -2.24829 -0.39846 0.48484
S 1.17741 1.34348 -0.56335
O 2.36165 0.59536 -0.83075
O 1.23429 2.73164 -0.18369
H 1.28262 0.12959 2.11752
H -0.47292 -1.23915 3.25044
H -2.74581 -1.44690 2.30086
H -3.21204 -0.47765 -0.01224

- largest force on an atom (eV/A) = 2.4
- highest occupied orbital energy (Eh) = -0.125
- total charge = -1
- DFT total energy (Eh) = -2299.0785

These are the natural (NBO) partial charges, in e, on atoms 1 to 2: atom 1 (C): -0.2946, atom 2 (C): -0.2155